Molecular formula: C40H31FN8O2S3Ti
Method: DFT, ωB97M-V/def2-TZVPD

Properties
ΔE to the lowest compared entry with this formula, charge and spin ... 1.810 eV
E_tot ... -116335.5058 eV
Kohn-Sham gap (spin up / spin down) ... 5.99 / 6.74 eV
LUMO energy (spin up / spin down) ... -3.4 / -3.5 eV
HOMO energy (spin up / spin down) ... -9.389 / -10.243 eV
Net charge ... +1
Multiplicity ... 2

```
86
Properties=species:S:1:pos:R:3:mulliken_spin:R:1
Ti -0.095 0.212 0.127 0.8089
S 1.336 3.143 0.807 0.0015
S 4.997 3.036 -0.398 0.0003
S -3.407 -4.495 0.963 -0.0002
F -0.099 1.359 -5.941 0.0007
O -0.670 1.665 3.390 -0.0001
O -2.145 2.120 -0.851 0.0020
N 1.340 0.405 2.162 0.0148
N -2.180 -0.414 0.182 -0.0175
N -6.207 -1.356 0.627 0.0026
N 3.143 3.496 2.635 0.0007
N 1.956 -0.094 -0.467 -0.0046
N -1.120 1.685 1.139 0.0571
N 2.381 1.326 2.456 0.0010
N 0.083 -1.910 0.244 -0.0217
C -4.318 -0.876 -0.775 -0.0037
C 3.539 -1.864 -1.047 -0.0043
C 0.235 1.903 -2.386 0.0191
C 7.377 2.464 -1.141 0.0001
C -0.329 -0.383 -2.788 0.0771
C 1.472 -3.741 -0.612 -0.0145
C -0.091 1.132 -4.613 0.0094
C -2.986 -0.555 -0.875 0.0336
C -4.912 -1.030 0.488 0.0037
C -3.705 5.475 1.749 0.0003
C 6.636 3.484 -0.635 0.0005
C -4.183 -5.987 0.606 -0.0044
C -1.942 2.416 0.312 -0.0046
C 2.253 -1.421 -0.621 0.0216
C 2.932 0.771 -0.690 0.0205
C 0.450 -4.652 -0.403 0.0340
C 3.746 -3.255 -1.287 -0.0067
C -0.367 -0.142 -4.155 -0.0015
C 5.304 1.425 -0.991 -0.0015
C -0.842 -2.846 0.495 0.0399
C 0.212 2.166 -3.746 -0.0100
C 6.624 1.294 -1.345 0.0007
C -0.765 -4.189 0.132 -0.0077
C -3.171 5.377 3.025 0.0000
C 4.551 -0.927 -1.181 0.0037
C -3.390 4.552 0.755 0.0001
C -0.051 0.636 -1.875 -0.0768
C 4.264 0.427 -0.972 -0.0029
C -2.741 -0.560 1.394 0.0249
C -3.353 -6.855 -0.028 0.0019
C -4.068 -0.849 1.599 0.0003
C -2.317 4.332 3.370 0.0003
C -1.912 -5.054 0.253 0.0000
C -1.184 2.189 2.402 -0.0080
C -2.025 3.409 2.390 0.0004
C 2.320 2.619 2.033 -0.0011
C -2.531 3.530 1.094 -0.0011
C 2.750 -4.148 -1.106 0.0025
C 1.247 -2.362 -0.337 0.0258
C -2.063 -6.331 -0.229 -0.0044
H -2.539 -0.383 -1.847 -0.0089
H 1.703 -0.534 2.330 0.0021
H 0.426 3.151 -4.128 -0.0004
H -2.085 -0.454 2.256 -0.0040
H 2.670 1.821 -0.641 -0.0036
H 4.721 -3.574 -1.621 -0.0001
H 0.594 -5.693 -0.637 0.0011
H -6.795 -1.448 -0.183 -0.0001
H 3.203 4.410 2.217 0.0001
H -3.652 -7.839 -0.343 0.0000
H 8.428 2.540 -1.356 0.0000
H -0.503 -1.402 -2.439 -0.0006
H -6.626 -1.441 1.536 -0.0001
H 7.051 0.396 -1.754 0.0001
H 2.900 -5.198 -1.305 -0.0003
H -5.208 -6.129 0.886 -0.0002
H -4.459 -0.937 2.600 0.0000
H -1.284 -6.880 -0.726 -0.0002
H 2.821 1.201 3.368 0.0003
H -4.361 6.298 1.516 0.0000
H -1.729 -2.540 1.034 0.0050
H 0.471 2.725 -1.717 -0.0022
H -3.791 4.633 -0.244 0.0001
H -1.888 4.256 4.358 0.0000
H -3.426 6.124 3.762 0.0000
H 5.549 -1.245 -1.434 0.0004
H -4.912 -0.994 -1.667 -0.0001
H 6.953 4.479 -0.390 0.0000
H -0.600 -0.922 -4.861 -0.0002
H 0.536 0.601 2.807 -0.0006
H 3.855 3.223 3.291 -0.0004
```

Molecular formula: C4H7NO2
Method: DFT, ωB97M-V/def2-TZVPD

Properties
ΔE to the lowest compared entry with this formula, charge and spin ... 3.301 eV
E_tot ... -9843.9787 eV
Kohn-Sham gap (spin up / spin down) ... 9.28 / 9.28 eV
LUMO energy (spin up / spin down) ... -0.3 / -0.3 eV
HOMO energy (spin up / spin down) ... -9.597 / -9.597 eV
Net charge ... 0
Multiplicity ... 1

```
14
Properties=species:S:1:pos:R:3:nbo_charge:R:1
O -1.493 0.130 -0.871 -0.5982
O 1.551 -0.390 2.182 -0.6141
N -0.411 -1.157 1.304 -0.8346
C 0.609 -0.278 1.417 0.6729
C 0.266 0.717 -0.946 0.1647
C 0.494 0.938 0.509 -0.5761
C -0.467 -0.308 -1.672 -0.1299
H -0.634 0.064 -2.688 0.1794
H -0.384 1.524 0.807 0.2781
H -1.153 -0.975 0.632 0.4289
H 0.769 1.468 -1.582 0.2054
H -0.111 -1.333 -1.661 0.1721
H 1.362 1.579 0.683 0.2500
H -0.396 -1.978 1.885 0.4013
```